(1)
89
Properties=species:S:1:pos:R:3:mulliken_charge:R:1 method="wB97M-V/def2-TZVPD" s2=2.081 total_charge=+2 relative_energy_kj_mol=198.6 homo_lumo_gap_ev="5.97 / 4.87" multiplicity=3
Te -1.8918 4.2438 0.3312 0.330
Mo 0.3524 0.3546 0.0484 -1.828
P -1.7641 1.0633 -0.9559 1.519
P 0.7563 2.5492 -0.8536 0.127
Si 2.9140 0.2968 0.6145 1.462
Si 0.5816 -2.2437 0.2293 0.998
O -0.2512 0.9795 2.8281 -0.518
N -0.0292 0.6897 1.7167 0.606
N -1.8185 6.8032 -3.8580 -0.548
C 2.4725 -2.5788 0.2628 0.815
C 4.2589 -4.1983 0.3446 -0.799
C -2.9336 5.3918 -2.3180 -0.243
C 1.0414 1.9508 -2.5390 1.474
C -5.6875 1.9642 -0.3838 -0.819
C 0.9622 0.5565 -2.6106 -1.136
C -2.1006 0.6512 -2.6907 0.548
C 1.0335 2.0678 -4.9291 -0.997
C 3.4009 -1.5522 0.4505 0.226
C -2.1356 1.5834 -3.7217 -0.150
C 4.7448 -1.8684 0.6058 -0.714
C -1.8235 5.4182 -1.4883 0.255
C -3.4441 1.4882 1.1752 -0.634
C 2.3625 5.3769 1.4966 -0.896
C 1.5966 4.3385 1.0004 -0.946
C -0.7122 6.1553 -1.8617 0.026
C -3.3820 1.3368 -0.2123 0.679
C -0.2215 -3.2519 -1.1946 -1.165
C 1.0629 2.7103 -3.7020 -0.557
C -2.5959 -0.1974 -5.2781 -0.659
C 0.9110 -0.0753 -3.8376 -0.230
C 1.6650 4.0181 -0.3589 1.700
C 3.1811 0.8472 2.4305 -1.289
C -2.5899 -1.1209 -4.2431 -0.756
C -1.0092 2.7012 -0.8724 -0.657
C -2.8815 6.1183 -3.5031 -0.515
C 3.2700 5.7660 -0.6975 -0.832
C -5.7489 2.1227 0.9926 -0.643
C -2.3321 -0.6987 -2.9532 -0.839
C -4.6243 1.8917 1.7726 -0.631
C 2.9169 -3.8960 0.1910 -0.780
C -0.7640 6.8363 -3.0746 -0.665
C 5.1732 -3.1839 0.5693 -0.795
C -0.3138 -2.5864 1.8915 -1.153
C 2.5191 4.7204 -1.2079 -0.019
C 0.9405 0.6870 -4.9980 -0.913
C -4.5082 1.5752 -0.9977 -0.714
C -2.3825 1.1484 -5.0137 -0.709
C 3.9882 1.3680 -0.5580 -1.093
C 3.1909 6.0964 0.6465 -0.693
H 3.8165 2.4295 -0.3983 0.150
H 5.4661 -1.0833 0.7696 0.410
H 6.2187 -3.4116 0.7105 0.425
H 0.8702 0.1920 -5.9531 0.469
H -2.4127 1.8637 -5.8213 0.522
H 2.3320 5.6184 2.5469 0.472
H -1.2824 -3.4175 -1.0274 0.386
H -4.4682 1.4514 -2.0721 0.544
H 0.0753 7.4245 -3.4195 0.431
H 3.8193 1.1527 -1.6113 0.369
H -1.3640 -2.3049 1.8415 0.348
H -2.3370 -1.4078 -2.1336 0.597
H -3.7226 6.1389 -4.1822 0.404
H -1.9893 2.6331 -3.4998 0.481
H -0.2679 -3.6488 2.1161 0.456
H -2.7842 -2.1641 -4.4424 0.486
H 3.7933 6.9019 1.0352 0.446
H -6.5592 2.1613 -0.9873 0.469
H 0.9868 -0.0460 -1.6559 0.807
H 2.6324 0.2192 3.1292 0.372
H 1.0928 3.7886 -3.6481 0.416
H 2.8909 1.8787 2.6110 0.290
H 0.1391 -2.0538 2.7261 0.320
H -2.7928 -0.5297 -6.2869 0.453
H 0.1673 6.2155 -1.2373 0.498
H 2.2179 -4.7005 0.0276 0.388
H -0.1030 -2.8052 -2.1799 0.203
H -3.8192 4.8303 -2.0549 0.491
H 1.0629 2.6506 -5.8349 0.490
H -6.6730 2.4218 1.4621 0.439
H 5.0371 1.1810 -0.3504 0.561
H 2.6126 4.4405 -2.2455 0.429
H 3.9295 6.3197 -1.3465 0.499
H -2.5657 1.2782 1.7784 0.333
H 0.2490 -4.2308 -1.2344 0.464
H 0.8279 -1.1492 -3.9004 0.515
H 0.9689 3.7379 1.6541 0.586
H 4.5860 -5.2256 0.3041 0.429
H 4.2347 0.7543 2.6796 0.449
H -4.6576 2.0412 2.8415 0.476

=====

(2)
90
Properties=species:S:1:pos:R:3:mulliken_charge:R:1 method="wB97M-V/def2-TZVPD" s2=8.803 total_charge=+3 homo_lumo_gap_ev="6.15 / 5.61" multiplicity=6
Ir -1.0238 -0.1073 -1.1459 3.329
Br -3.6151 -7.0844 -2.2299 -0.004
P 1.4526 0.3722 3.1515 1.055
O -1.1844 -1.2869 1.1964 -0.561
O 0.5005 0.0391 1.8430 0.404
N -1.9193 -0.1681 -3.2961 -0.815
N -0.2557 -2.1750 -1.7010 0.384
N 1.2579 0.0891 -1.3774 0.545
N -3.1991 0.2370 -0.4515 -0.689
N -1.1116 2.3917 -1.4379 -0.384
C -2.5685 -5.5917 -2.0818 -0.047
C 1.2585 2.0512 3.5995 0.569
C 4.1661 0.5682 3.3785 -0.387
C -2.1591 3.8140 -3.1399 -0.554
C -3.3055 -0.6438 -3.5123 -0.632
C 1.7920 4.3673 3.2587 -0.960
C 4.6066 -1.5163 1.5711 -0.650
C -0.4562 -0.9232 2.0793 0.226
C 0.0432 -2.0911 6.1102 -0.716
C -4.3049 0.1581 -2.6940 -0.596
C 0.8532 -1.1116 5.5414 -0.527
C -0.9618 -2.7117 5.3736 -0.716
C 5.6738 -0.8922 2.2118 -0.588
C 0.8086 4.7111 4.1808 -0.488
C -0.1969 2.5438 -3.7150 0.075
C -0.2583 3.0468 -5.0095 -0.642
C -0.4951 -4.4687 -2.5526 -0.848
C -1.1473 2.9375 -2.7827 0.249
C -0.9577 -3.2905 -1.8410 0.532
C 3.3846 1.2052 -1.3667 -0.912
C -4.3772 -0.2421 -1.2318 -0.620
C 0.0479 3.7335 4.8122 -0.879
C 3.3114 -1.1071 1.8278 -0.542
C 4.0229 0.0624 -1.8587 -0.764
C 2.0204 1.1580 -1.1471 -0.371
C 5.4576 0.1429 3.1122 -0.817
C -1.1864 -2.3701 4.0446 -0.337
C 2.0249 3.0360 2.9606 -0.416
C 1.8801 -1.0459 -1.8277 0.422
C -0.3877 -1.3905 3.4845 0.031
C 3.0962 -0.0588 2.7322 1.010
C -3.0504 -4.4639 -1.3668 -0.548
C 1.1155 -2.1924 -2.0113 -0.770
C 0.2651 2.3968 4.5243 -0.516
C -1.2742 3.9185 -5.3766 -0.641
C -2.2795 -3.3562 -1.2555 -0.140
C 0.6182 -0.7717 4.2218 -0.140
C -2.2260 4.2971 -4.4418 -0.744
C -1.2853 -5.5688 -2.6728 -0.787
C 3.2751 -1.0640 -2.0795 -1.140
H -1.5714 -3.4731 5.8419 0.463
H 6.6851 -1.2222 2.0117 0.463
H 5.0856 0.0686 -2.0617 0.502
H 2.8026 2.7650 2.2574 0.569
H 4.7894 -2.3284 0.8801 0.478
H -0.3077 1.6326 5.0356 0.436
H -0.6991 4.0137 5.5427 0.463
H 3.9971 1.3657 4.0914 0.498
H -2.6168 -2.5030 -0.6846 0.494
H -1.3201 4.3048 -6.3856 0.436
H -3.0184 4.9802 -4.7182 0.426
H -5.2947 0.0231 -3.1312 0.439
H -2.8959 4.1287 -2.4071 0.417
H 3.9288 2.1184 -1.1722 0.533
H -1.2850 -0.7353 -3.8521 0.282
H 2.4816 -1.5954 1.3303 0.227
H -1.9562 -2.8553 3.4585 0.570
H -5.2917 0.1433 -0.7798 0.484
H -4.0829 1.2299 -2.7800 0.229
H 1.6378 -0.6422 6.1210 0.546
H -0.9430 -6.4320 -3.2273 0.462
H -3.3436 -1.6964 -3.2278 0.289
H -3.2464 -0.1532 0.4859 0.187
H 0.6431 5.7536 4.4205 0.449
H -4.4106 -1.3282 -1.1465 0.256
H -1.8527 2.8219 -0.8946 0.295
H 0.5911 1.8525 -3.4344 0.355
H 0.4893 2.7510 -5.7343 0.441
H -0.2494 2.6367 -0.9667 0.090
H 1.6195 -3.1043 -2.2884 0.324
H -3.2979 1.2406 -0.3351 0.326
H -1.8316 0.7779 -3.6654 0.094
H 0.4645 -4.4705 -3.0435 0.360
H 1.5297 2.0431 -0.7609 0.214
H -4.0299 -4.5106 -0.9091 0.499
H 6.2932 0.6141 3.6113 0.479
H -3.5577 -0.5856 -4.5720 0.471
H 3.7275 -1.9739 -2.4524 0.545
H 2.3894 5.1376 2.7895 0.476
H 0.2018 -2.3775 7.1415 0.487

=====

(3)
57
Properties=species:S:1:pos:R:3:mulliken_charge:R:1 method="wB97M-V/def2-TZVPD" smiles="COc1ccc(-n2c(Cc3cccn3C)nnc2SCC(=O)NCc2ccc(F)cc2)cc1" relative_energy_kj_mol=13.3 homo_lumo_gap_ev=8.67
S -0.4322 2.6242 -0.6897 -0.054
F -8.2238 -2.2249 -0.8023 -0.329
O 5.9623 1.5532 -0.2249 -0.462
O -3.5961 3.8967 0.5853 -0.677
N -3.4268 1.6546 0.2967 0.108
N 0.6473 0.1311 -0.8545 0.806
N -1.5372 0.1400 -1.0253 -0.233
N -1.1195 -1.1374 -1.1023 -1.114
N 3.3152 -2.4989 0.1322 0.293
C 2.3891 1.1098 0.5151 0.053
C -6.7607 0.6425 0.8336 -0.392
C -2.1425 3.0717 -1.1409 -0.878
C 2.8997 0.3671 -1.7142 -0.397
C 3.7104 1.4665 0.7043 -0.505
C 1.0532 -2.3502 -0.9759 -0.578
C -5.0186 -0.8560 0.1443 -0.265
C 1.9841 0.5455 -0.6838 -1.424
C -7.7160 -0.2132 0.3134 -0.594
C 2.8653 -1.9315 2.2300 -1.034
C 4.2170 0.7224 -1.5275 -0.744
C -0.4820 0.8980 -0.8635 0.338
C -4.3680 1.2616 1.3212 -1.095
C 1.9717 -2.2710 0.2036 -0.186
C 4.6408 1.2636 -0.3112 0.956
C 1.6664 -1.9197 1.4959 -0.150
C 0.1754 -1.1514 -1.0029 0.277
C -5.4104 0.3296 0.7586 0.498
C -5.9597 -1.7188 -0.3860 -0.667
C -7.2981 -1.3840 -0.2904 0.383
C 4.0491 -2.9181 -1.0277 -0.972
C 3.8577 -2.2920 1.3615 -0.392
C -3.1344 2.9296 0.0163 0.771
C 6.4573 2.1032 0.9742 -0.859
H 7.5253 2.2412 0.8145 0.243
H 1.6269 -2.4083 -1.9036 0.397
H 5.9962 3.0713 1.1915 0.343
H 2.5724 -0.0420 -2.6591 0.592
H 4.0017 1.8947 1.6490 0.419
H 2.9789 -1.7049 3.2712 0.456
H 0.6880 -1.6849 1.8674 0.596
H -8.7680 0.0180 0.3677 0.420
H 3.6335 -3.8417 -1.4376 0.334
H 1.6710 1.2591 1.3059 0.596
H 4.9089 -2.4228 1.5281 0.412
H -3.9715 -1.1097 0.0717 0.443
H -5.6683 -2.6389 -0.8670 0.448
H 5.0840 -3.0993 -0.7432 0.303
H -4.8243 2.1736 1.7128 0.466
H -2.4289 2.4483 -1.9864 0.375
H -2.0871 4.1196 -1.4338 0.386
H 4.0354 -2.1459 -1.8013 0.319
H -3.8280 0.7590 2.1352 0.268
H -2.9618 0.9147 -0.2349 0.221
H 4.9457 0.5929 -2.3120 0.453
H 6.3013 1.4257 1.8194 0.334
H 0.4038 -3.2279 -0.9212 0.354
H -7.0709 1.5641 1.3027 0.338

=====

(4)
63
Properties=species:S:1:pos:R:3:mulliken_charge:R:1 method="wB97M-V/def2-TZVPD" smiles="COC[PH3]P(O)(O)=S.CCOS(C)(=O)=O.CCOS(C)(=O)=O.CCOS(C)(=O)=O" homo_lumo_gap_ev=8.22
S 1.4979 1.0061 -0.0394 -0.333
S 0.3847 5.0651 -0.1337 1.255
S -3.5692 1.9344 -2.4826 1.208
S -1.9515 -4.1902 0.4907 1.310
P 2.0273 -0.7186 0.6006 0.595
P 4.2525 -0.7706 1.2810 0.143
O -1.7937 -5.2382 1.6668 -0.267
O 1.0943 -1.3976 1.7748 -0.525
O 1.7053 4.6327 0.2156 -0.656
O -3.4964 0.5828 -3.3011 -0.331
O -1.0671 -4.5218 -0.5837 -0.638
O -4.7916 1.9987 -1.7415 -0.632
O -0.0596 6.1969 0.8976 -0.283
O 6.6633 -2.0602 1.9529 -0.340
O 0.1452 5.5239 -1.4697 -0.627
O 1.9206 -1.9224 -0.4942 -0.527
O -2.3311 2.0743 -1.7733 -0.566
O -3.3465 -4.0197 0.2099 -0.709
C 6.0392 -0.8022 1.8476 -0.655
C -0.8146 3.8723 0.3075 -0.737
C -2.5067 -6.5021 1.5320 -0.365
C 0.8778 7.2790 1.1268 -0.396
C 0.8671 8.3029 0.0142 -0.959
C 6.4422 -2.9171 0.8515 -0.665
C -1.3313 -2.7844 1.3477 -0.901
C -3.0213 -0.5643 -2.5301 -0.393
C -1.8105 -7.4592 0.5934 -0.970
C -3.6340 3.0595 -3.8283 -0.982
C -4.0954 -1.1441 -1.6423 -0.729
H -0.1480 8.6545 -0.1711 0.254
H -2.6881 -1.2738 -3.2841 0.285
H -3.7255 -2.0468 -1.1557 0.162
H -3.5270 -6.2837 1.2174 0.344
H 1.3919 -2.6646 -0.1883 0.303
H -3.7377 4.0512 -3.3925 0.373
H 5.4039 -3.2811 0.8067 0.262
H 6.0490 -0.3628 2.8557 0.378
H 3.9014 -1.7864 2.2434 0.001
H -2.3118 -8.4269 0.6430 0.391
H 1.5536 -1.5021 2.6138 0.288
H 4.0993 0.5850 1.6615 0.053
H 1.2607 7.8889 -0.9123 0.296
H -4.9784 -1.4033 -2.2270 0.325
H -1.8385 -7.1043 -0.4352 0.293
H 4.5409 -0.9793 -0.0932 0.068
H 0.5447 7.7098 2.0692 0.274
H 1.4838 9.1535 0.3091 0.383
H -0.7682 -7.5908 0.8838 0.255
H -4.3992 -0.4404 -0.8685 0.285
H 7.1087 -3.7728 0.9733 0.252
H -0.6430 3.5688 1.3368 0.380
H 6.6112 -0.1305 1.1747 0.375
H -1.7969 4.3195 0.1797 0.349
H -4.4988 2.8165 -4.4401 0.353
H -1.9947 -2.5527 2.1757 0.421
H 6.6766 -2.4187 -0.1028 0.336
H -0.7009 3.0264 -0.3660 0.127
H -2.7082 2.9822 -4.3917 0.313
H -1.3116 -1.9643 0.6311 0.288
H 1.8684 6.8485 1.2763 0.343
H -2.5347 -6.8833 2.5503 0.265
H -0.3298 -3.0169 1.7006 0.284
H -2.1496 -0.2352 -1.9642 0.316

=====

Results for total energy: -3330.24464, -4991.30800, -1851.28208, -3617.77739 (in Ha, following the order of the records).
Results for molecular weight: 906.43, 925.89, 465.55, 548.60 (in g/mol, following the order of the records).
Results for largest force on an atom: 2.62, 0.57, 1.22, 0.51 (in eV/Å, following the order of the records).